A cluster of 2 separate species, H4S3 in total at a distorted geometry. Source: the OMol25 dataset; level of theory: ωB97M-V/def2-TZVPD.

Cartesian coordinates (Å):
S 2.83279 -4.34914 2.42922
H 1.61018 -4.76046 2.04608
H 2.68926 -4.88110 3.68515
S -2.24448 3.85020 -1.17291
S -0.64159 3.23020 -2.52383
H -2.93291 4.78801 -1.94680
H -1.31325 2.12229 -2.51690

## Properties
highest occupied orbital energy: -9.41 eV
calculated total energy: -32569.9243 eV
HOMO-LUMO gap: 9.253 eV
SMILES string: SS.S
multiplicity: 1

=====

A structure of composition C20H33Cl2LuN4O3 at a distorted geometry. Source: the OMol25 dataset; level of theory: ωB97M-V/def2-TZVPD.

Cartesian coordinates (Å):
O 2.67674 1.34382 -0.94030
C 2.06005 1.77617 -1.91237
C 1.50568 3.15597 -2.09570
C 1.05181 3.87476 -0.98478
H 0.76405 3.33755 -0.09173
C 1.01818 5.24832 -1.09200
H 0.66939 5.78653 -0.22770
C 1.41355 5.90023 -2.25562
H 1.38696 6.98300 -2.30484
C 1.84795 5.14634 -3.34588
H 2.12903 5.63974 -4.26225
C 1.91666 3.77229 -3.29518
H 2.28263 3.15632 -4.10885
H 2.04343 1.21573 -2.89110
C 0.38730 -0.49390 -3.25449
C -0.16023 0.47563 -2.30004
H 0.31443 0.06526 -4.20993
H -0.22476 -1.41390 -3.32953
H 1.44666 -0.80289 -3.09192
C -0.95552 1.47589 -2.58631
C -1.99246 1.30582 -3.67404
H -0.97743 2.46477 -2.14553
H -1.80765 2.12826 -4.36777
H -3.01531 1.39798 -3.28684
H -1.87579 0.31455 -4.15505
Lu -0.84237 -0.28922 -0.43809
Cl -1.72405 1.94275 0.34402
Cl -2.66959 -1.40722 -1.60649
C -2.81270 -1.15237 1.54400
O -1.62291 -1.41930 1.18633
N -3.51826 -1.98355 2.28911
C -2.99933 -3.25947 2.77683
C -4.93446 -1.72335 2.52618
H -3.29120 -0.19884 1.22733
H -1.93052 -3.31923 2.60413
H -3.51702 -4.07348 2.27474
H -3.22240 -3.33247 3.83761
H -5.16388 -0.71604 2.16684
H -5.15269 -1.79668 3.59834
H -5.56476 -2.45548 2.00289
H 1.98853 -5.03260 -0.79430
H 4.45633 -3.92674 -0.51126
C 1.88403 -4.24840 -1.55982
C 4.09348 -3.15971 -1.21790
N 2.63801 -3.06069 -1.16541
H 0.83393 -4.00051 -1.70471
C 2.02287 -1.96790 -0.70370
O 0.78827 -1.79846 -0.77956
H 4.53465 -2.18821 -0.96954
H 2.67999 -1.19457 -0.23867
H 2.32326 -4.63956 -2.48792
H 4.41019 -3.46194 -2.23230
C 1.19958 -0.65824 5.07061
N 0.28890 0.06261 4.16178
C -0.87080 0.73189 4.75690
C 0.46110 0.09404 2.84775
N 0.51607 0.18646 1.68702
H 0.83800 -0.46358 6.09146
H 2.24402 -0.29285 4.99919
H 1.17706 -1.75453 4.90252
H -0.88070 1.79083 4.48424
H -1.80096 0.25305 4.43542
H -0.78349 0.64321 5.83748

## Properties
highest occupied orbital energy: -5.68 eV
calculated total energy: -92044.9337 eV
HOMO-LUMO gap: 5.850 eV
multiplicity: 1

=====

A cluster of 2 separate species, C5H9NO2 in total at a distorted geometry. Source: the OMol25 dataset; level of theory: ωB97M-V/def2-TZVPD.

Cartesian coordinates (Å):
C 0.25759 -0.42629 0.18986
C -0.72268 1.21579 -0.55439
C 1.61578 -0.06229 -0.40838
C 0.10260 -0.10530 1.67126
O -0.80296 0.89899 -1.84287
N -1.51571 -0.28447 -1.99409
C -1.47574 -1.02849 -0.93201
O -2.08450 -1.88550 -0.38713
H 0.22590 -1.51752 0.13722
H -0.05714 2.05279 -0.37389
H -1.64981 1.19065 0.01332
H 1.58281 -0.11621 -1.49726
H -0.89206 -0.38610 2.01922
H 2.37413 -0.76731 -0.06040
H 1.94061 0.93983 -0.12379
H 0.83093 -0.67069 2.25722
H 0.27025 0.95214 1.88609

## Properties
highest occupied orbital energy: -9.36 eV
calculated total energy: -10911.0181 eV
HOMO-LUMO gap: 9.341 eV
multiplicity: 1

=====

A cluster of 11 separate species, C45H85N2O24S12 in total at a distorted geometry. Source: the OMol25 dataset; level of theory: ωB97M-V/def2-TZVPD.

Cartesian coordinates (Å):
O 2.82391 -2.40638 3.15434
S 2.00043 -1.58211 2.09076
O 1.32171 -2.63655 1.17864
N 0.89760 -0.56656 2.98878
S -0.34226 0.11432 1.96381
O -0.48049 1.61579 2.31705
O -0.01207 -0.00109 0.45531
C -1.97944 -0.70258 2.37017
C -2.68377 -0.59693 3.83430
C -4.06062 -1.36811 4.11119
N -4.93320 -2.20047 3.23793
C -4.25716 -2.25427 1.91229
C -2.88018 -1.63024 1.38071
H 2.98261 -0.79316 1.41237
H -2.17844 0.04376 4.68471
H -4.48052 -1.26493 5.22671
H -4.86874 -2.88792 1.10262
H -2.51995 -1.83435 0.27754
C -1.67093 5.06422 5.78747
C -2.46170 5.11645 4.48112
C -2.77045 3.67666 4.07401
S -2.83133 2.73124 5.58866
O -1.73595 1.78453 5.58506
O -4.20044 2.33222 5.84703
C -2.41065 4.07720 6.67818
H -1.59519 6.04978 6.25605
H -0.65442 4.70338 5.59013
H -3.39870 5.66287 4.64360
H -1.90919 5.63940 3.69426
H -3.73199 3.60136 3.55994
H -1.97843 3.25975 3.44587
H -1.80499 3.71048 7.50865
H -3.34370 4.50807 7.05342
C -8.48788 -2.11791 -2.53843
C -9.31378 -2.82171 -1.46272
C -8.34903 -3.27974 -0.37024
S -6.97296 -2.14107 -0.40928
O -5.78792 -2.86455 -0.81962
O -7.00385 -1.31473 0.78096
C -7.55332 -1.17785 -1.79167
H -9.12112 -1.57599 -3.24692
H -7.90586 -2.85780 -3.10079
H -10.04044 -2.11655 -1.04125
H -9.87614 -3.66657 -1.87244
H -8.81651 -3.25082 0.61726
H -7.96425 -4.28336 -0.57111
H -6.70791 -0.84344 -2.39537
H -8.09712 -0.31576 -1.39403
C -3.09410 -6.90872 5.65443
C -2.24946 -6.01400 4.74853
C -3.14370 -4.87170 4.26941
S -4.37521 -4.63389 5.54162
O -5.67190 -4.97865 4.99768
O -4.12690 -3.37555 6.21643
C -3.83189 -5.96592 6.59334
H -2.47830 -7.62489 6.20626
H -3.81252 -7.47454 5.04932
H -1.40661 -5.60758 5.32068
H -1.83381 -6.57122 3.90317
H -2.57728 -3.94675 4.13475
H -3.66078 -5.13048 3.34133
H -4.69023 -6.43054 7.08157
H -3.15395 -5.54572 7.34225
C 5.27580 -0.62486 -1.05829
C 6.10254 -1.50792 -0.12484
C 7.54597 -1.47832 -0.62454
S 7.75812 0.09374 -1.44630
O 7.98648 -0.15002 -2.85505
O 8.63374 0.93249 -0.65243
C 6.07987 0.65457 -1.23519
H 4.28153 -0.42145 -0.65003
H 5.14941 -1.12588 -2.02547
H 6.05659 -1.10483 0.89415
H 5.71764 -2.53190 -0.09023
H 8.25886 -1.55617 0.20024
H 7.73303 -2.27043 -1.35477
H 5.76976 1.24048 -2.10209
H 6.04402 1.27033 -0.33153
C -4.59410 -8.15488 -0.91425
C -3.74946 -7.26016 -1.82015
C -4.64370 -6.11786 -2.29927
S -5.87521 -5.88005 -1.02706
O -7.17190 -6.22480 -1.57100
O -5.62690 -4.62171 -0.35225
C -5.33189 -7.21208 0.02466
H -3.97830 -8.87105 -0.36242
H -5.31252 -8.72070 -1.51936
H -2.90661 -6.85373 -1.24800
H -3.33381 -7.81738 -2.66551
H -4.07728 -5.19290 -2.43393
H -5.16078 -6.37663 -3.22735
H -6.19023 -7.67669 0.51289
H -4.65395 -6.79188 0.77357
C 4.83348 4.97304 2.04620
C 4.18917 3.75480 2.70603
C 3.09877 3.24631 1.76447
S 3.60631 3.70998 0.11552
O 2.66142 4.67693 -0.40247
O 3.97969 2.51900 -0.62111
C 5.08821 4.57268 0.60067
H 5.75856 5.26652 2.55091
H 4.14187 5.82313 2.08428
H 4.94642 2.97439 2.84910
H 3.77848 3.99792 3.69097
H 2.99371 2.15986 1.82017
H 2.13726 3.72469 1.97022
H 5.25648 5.42619 -0.05825
H 5.92353 3.86982 0.52805
C 11.42827 0.24481 -3.38548
C 10.38659 0.47730 -4.47885
C 10.97683 1.48004 -5.46890
S 12.74980 1.27472 -5.39088
O 13.33068 2.48707 -4.85336
O 13.21488 0.67263 -6.62443
C 12.74846 0.03402 -4.11172
H 11.17336 -0.61398 -2.75769
H 11.49127 1.12955 -2.74073
H 10.17915 -0.46948 -4.99219
H 9.44044 0.84062 -4.06570
H 10.63348 1.28822 -6.48862
H 10.74198 2.50930 -5.18405
H 13.61907 0.16180 -3.46620
H 12.77911 -0.94636 -4.59645
C 6.48076 -4.25387 -6.01774
C 6.58813 -5.65913 -5.42755
C 7.53728 -5.58350 -4.23279
S 7.41092 -3.91800 -3.59889
O 8.68276 -3.25381 -3.79228
O 6.73775 -3.94593 -2.31572
C 6.27032 -3.32365 -4.83234
H 5.66164 -4.17769 -6.73875
H 7.41307 -3.99799 -6.53519
H 5.59794 -5.99025 -5.09166
H 6.94241 -6.38306 -6.16802
H 7.25590 -6.29241 -3.44998
H 8.57452 -5.75360 -4.53425
H 6.48144 -2.27827 -5.06381
H 5.25851 -3.42346 -4.42821
C -3.32455 9.33851 0.25222
C -2.74920 8.08465 -0.40460
C -2.51191 7.05609 0.69986
S -3.70148 7.41719 1.98289
O -2.98682 7.85277 3.16427
O -4.69520 6.36294 2.02227
C -4.41370 8.84779 1.19439
H -3.71979 10.03996 -0.48831
H -2.53947 9.85164 0.82037
H -3.47123 7.68831 -1.12885
H -1.82418 8.30074 -0.94824
H -2.66518 6.03585 0.33911
H -1.51079 7.15319 1.12881
H -4.69660 9.58675 1.94598
H -5.29653 8.51856 0.63828
C -6.72420 4.34242 -3.14271
C -5.89746 3.45937 -2.20927
C -4.45403 3.48896 -2.70896
S -4.24188 5.06102 -3.53072
O -4.01352 4.81726 -4.93947
O -3.36626 5.89977 -2.73685
C -5.92013 5.62185 -3.31961
H -7.71847 4.54583 -2.73446
H -6.85059 3.84140 -4.10989
H -5.94341 3.86246 -1.19027
H -6.28236 2.43538 -2.17466
H -3.74114 3.41111 -1.88419
H -4.26697 2.69685 -3.43919
H -6.23024 6.20776 -4.18651
H -5.95598 6.23761 -2.41595

## Properties
highest occupied orbital energy: -5.91 eV
calculated total energy: -230174.4116 eV
HOMO-LUMO gap: 7.521 eV
charge: -1
multiplicity: 1

=====

An isolated molecule of C3H3N3O4 at a distorted geometry. Source: the OMol25 dataset; level of theory: ωB97M-V/def2-TZVPD.

Cartesian coordinates (Å):
C -0.28072 -0.48222 0.03545
C 1.92137 0.11564 -0.02112
C 1.54111 -2.20520 -0.03008
N 0.10027 -1.68922 -0.01792
N -1.24731 0.19333 -0.08817
N 2.88564 0.99279 -0.00675
O 1.67660 -3.40483 -0.02367
O 2.47437 2.29503 0.02707
O 4.11090 0.89260 -0.12222
O 2.36787 -1.25200 0.16019
H -0.69768 -2.28663 0.01687
H 3.32253 2.74292 0.14672
H -1.82090 1.08936 -0.06057

## Properties
highest occupied orbital energy: -8.52 eV
calculated total energy: -15812.8983 eV
HOMO-LUMO gap: 8.499 eV
multiplicity: 1

=====

A structure of composition C4H3CuO4 at a distorted geometry. Source: the OMol25 dataset; level of theory: ωB97M-V/def2-TZVPD.

Cartesian coordinates (Å):
O -0.93175 -2.20056 3.09082
C -1.83864 -2.86091 3.24045
C 0.06959 1.13319 -1.82186
C -0.46623 1.32254 -0.45975
O -0.29555 0.31498 0.24752
C 0.79862 -0.70534 -0.65574
O 0.96800 0.01583 -1.68530
O 1.43008 -1.31556 0.11458
Cu 0.99017 -0.88457 2.62312
H 0.63562 2.01470 -2.16134
H -0.72176 0.86513 -2.53884
H -0.63815 2.30057 0.00635

## Properties
highest occupied orbital energy: -19.89 eV
calculated total energy: -57003.9933 eV
HOMO-LUMO gap: 9.666 eV
charge: +2
multiplicity: 1